[1]
82
Properties=species:S:1:pos:R:3:forces:R:3 method="wB97M-V/def2-TZVPD" charge=-2 homo_lumo_gap_ev=6.03 fmax_ev_per_a=0.48 e_homo_ev=-2.20
Sr -0.415 0.599 -1.491 0.016 -0.478 -0.036
Cl -3.190 1.537 -8.434 -0.001 0.001 -0.001
Cl -5.647 2.418 -6.570 -0.005 0.002 -0.004
S -0.116 3.238 -0.097 0.134 0.035 -0.030
S 0.399 -3.321 -1.666 -0.154 -0.054 0.031
O 0.447 -3.226 -3.101 0.044 0.012 0.031
O -4.415 2.709 -1.932 -0.004 -0.001 -0.109
O -0.829 -3.826 -1.092 0.049 0.025 0.035
O 0.865 1.118 -5.886 -0.010 -0.084 -0.075
O 2.567 -1.233 0.421 -0.051 -0.017 -0.078
N -2.671 1.263 -2.507 -0.059 0.157 0.004
N 0.858 -1.954 -0.940 -0.066 0.155 -0.215
N -0.035 1.651 2.167 -0.159 0.099 -0.294
N -0.559 0.531 -4.115 0.132 0.387 0.029
N -1.084 3.728 2.311 -0.078 -0.019 -0.032
N -0.108 0.634 1.476 0.169 -0.185 0.378
N -2.910 0.329 0.157 -0.121 0.016 -0.039
N -1.330 3.242 3.636 0.049 0.022 -0.036
N 2.049 0.270 -2.859 -0.057 0.074 -0.018
C 1.894 3.845 5.326 -0.020 0.000 -0.021
C -3.437 1.496 -0.216 0.025 0.038 0.034
C -2.815 1.413 -3.894 -0.013 -0.092 0.034
C 3.166 -6.166 -0.677 0.018 0.010 0.017
C -3.998 1.838 -4.511 0.016 -0.035 0.021
C 2.000 -2.101 -0.231 0.161 0.090 0.021
C 0.299 -0.536 2.228 0.052 0.093 0.088
C 1.511 -1.588 4.006 0.016 0.008 -0.003
C 0.588 0.599 -4.792 -0.127 -0.144 0.005
C 0.192 -2.922 2.501 0.080 0.083 -0.009
C 1.041 -2.831 3.593 0.011 -0.060 0.003
C 3.685 -4.010 0.296 0.006 0.008 0.005
C -3.695 0.743 2.389 0.004 -0.012 0.002
C -4.144 2.003 2.015 -0.009 -0.027 -0.029
C -3.525 1.878 -1.691 0.009 0.089 0.004
C 2.027 -5.654 -1.285 0.006 0.022 -0.025
C -4.131 1.877 -5.887 -0.006 -0.006 0.010
C 0.169 3.622 6.966 0.014 0.003 -0.004
C -0.765 3.459 5.961 0.005 0.004 0.000
C -0.174 -1.769 1.818 -0.144 -0.003 -0.035
C -1.725 1.030 -4.722 -0.005 -0.073 -0.027
C -3.074 1.499 -6.689 -0.004 0.002 -0.003
C 2.555 -0.948 -4.852 0.029 0.003 -0.034
C -4.037 2.370 0.694 0.000 0.009 -0.006
C 2.551 -3.505 -0.315 -0.058 0.002 0.066
C 3.683 -1.480 -4.269 0.000 0.013 0.010
C 1.513 3.815 6.661 -0.009 -0.007 0.021
C 0.968 3.680 4.306 0.062 0.028 0.019
C 3.987 -5.352 0.104 -0.002 -0.016 -0.010
C 1.143 -0.440 3.330 0.015 -0.036 -0.006
C -1.888 1.087 -6.109 -0.007 -0.027 0.003
C -0.381 3.479 4.612 -0.024 -0.027 0.010
C 1.761 -0.073 -4.115 0.013 0.094 0.101
C 1.750 -4.315 -1.086 0.005 -0.066 -0.003
C 3.186 -0.192 -2.330 0.019 0.057 0.057
C -3.091 -0.043 1.429 0.078 0.016 0.027
C -0.482 2.891 1.536 0.010 -0.108 0.074
C 4.025 -1.072 -2.984 0.003 0.007 0.023
H -4.409 3.309 0.312 0.004 0.004 0.014
H -0.157 -3.883 2.146 -0.040 0.004 0.011
H 2.263 -1.184 -5.866 -0.001 0.006 0.002
H -2.724 -1.021 1.706 0.105 -0.086 -0.037
H 4.868 -5.778 0.570 0.000 -0.004 -0.002
H -4.827 2.146 -3.897 -0.005 0.011 0.010
H 2.246 3.940 7.448 0.001 0.000 0.003
H -3.783 0.379 3.404 0.000 0.013 0.005
H 2.934 3.997 5.065 0.005 0.001 0.002
H -2.251 3.549 3.908 0.005 0.002 -0.001
H 4.916 -1.436 -2.488 0.000 -0.003 -0.007
H -0.155 3.597 8.000 0.003 0.001 0.004
H 1.378 -6.275 -1.889 0.004 -0.002 -0.004
H 4.302 -2.189 -4.806 -0.002 -0.003 -0.002
H -1.809 3.299 6.208 -0.003 -0.001 0.002
H -0.798 -1.840 0.942 -0.083 -0.016 -0.053
H 4.301 -3.363 0.907 -0.013 0.012 -0.001
H 1.509 0.531 3.635 -0.009 0.005 -0.007
H -1.066 0.813 -6.748 0.005 -0.007 0.007
H 2.182 -1.517 4.854 0.001 -0.003 0.002
H 1.280 3.713 3.273 -0.002 0.006 0.014
H 3.420 -7.211 -0.807 0.001 -0.001 -0.003
H 1.349 -3.729 4.115 -0.004 0.008 0.008
H -4.588 2.675 2.742 -0.006 0.002 0.002
H 3.414 0.144 -1.328 -0.023 -0.038 0.053

***

[2]
87
Properties=species:S:1:pos:R:3:forces:R:3 method="wB97M-V/def2-TZVPD" homo_lumo_gap_ev=8.48 fmax_ev_per_a=0.98 e_homo_ev=-8.93
S 0.083 1.358 2.233 0.091 0.233 -0.039
S -3.601 -1.757 2.037 -0.192 0.414 -0.645
F 0.927 -6.601 1.318 0.006 0.024 -0.008
F -2.476 7.912 -4.052 0.037 0.104 -0.092
F 3.090 0.334 2.044 0.063 -0.053 0.028
F -3.232 5.321 -0.255 -0.001 0.001 0.001
F 2.646 -3.693 3.348 -0.028 -0.045 0.019
F -3.577 -2.157 3.542 -0.093 -0.123 0.019
F -2.362 -0.244 -5.585 -0.002 -0.001 0.003
O -4.078 -2.888 1.324 0.017 -0.212 0.286
O -4.247 -0.501 1.931 0.206 -0.109 0.271
N -1.968 -1.566 1.848 -0.387 -0.231 -0.211
N -1.676 -0.409 1.046 -0.115 -0.249 0.152
C -1.203 -2.763 1.441 0.957 -0.058 -0.182
C -0.898 0.361 1.590 0.142 0.330 0.138
C -3.528 -2.309 -2.238 -0.005 -0.021 0.025
C 6.036 -3.093 2.269 0.000 -0.075 0.013
C 5.779 -5.415 2.841 0.029 0.095 -0.034
C -3.976 -2.704 -3.491 0.039 0.049 0.034
C -1.991 9.163 -3.889 0.028 0.082 0.010
C -0.427 -8.878 4.451 -0.007 -0.012 0.025
C 6.022 2.798 0.588 0.021 0.013 -0.012
C -0.855 9.531 -4.580 0.066 -0.063 -0.077
C 0.897 -7.046 3.627 0.142 0.159 0.046
C -3.403 4.649 -1.415 -0.011 -0.076 -0.097
C 0.482 -7.352 2.347 -0.081 -0.116 0.175
C -3.814 2.609 -2.566 -0.012 0.045 -0.027
C -2.278 -0.518 -3.251 0.140 0.122 -0.001
C 5.550 1.747 -0.186 0.010 0.039 0.061
C 4.504 2.187 2.353 -0.039 0.027 0.109
C -1.005 11.705 -3.557 0.008 0.026 0.006
C -3.637 3.290 -1.370 0.009 -0.069 0.107
C 3.940 -3.917 3.032 0.123 0.032 -0.039
C -0.378 -8.401 2.091 -0.038 -0.023 -0.168
C -2.680 -1.215 -2.121 -0.055 -0.089 -0.021
C -0.830 -9.168 3.155 0.036 0.037 0.046
C 0.435 -7.815 4.684 -0.058 -0.074 -0.057
C 4.560 0.907 0.302 -0.028 -0.093 -0.075
C -3.587 -2.009 -4.628 -0.056 -0.044 -0.083
C -2.649 10.025 -3.037 -0.098 -0.023 0.067
C 4.449 -5.192 3.166 -0.051 -0.110 0.062
C -0.365 10.817 -4.411 -0.048 0.021 0.046
C 6.573 -4.368 2.394 0.017 -0.010 -0.008
C 4.705 -2.859 2.586 -0.040 0.145 -0.023
C -3.748 3.287 -3.776 0.003 -0.015 -0.028
C -3.509 4.654 -3.792 -0.002 -0.059 0.013
C -2.743 -0.927 -4.484 -0.033 -0.063 0.078
C -3.337 5.349 -2.603 -0.036 -0.043 0.101
C 4.056 1.147 1.564 0.075 0.056 -0.051
C 5.500 3.015 1.855 0.006 -0.030 -0.060
C -2.144 11.307 -2.871 0.055 -0.006 -0.047
C -0.472 -3.375 2.631 -0.452 0.303 -0.172
H 0.094 -2.582 3.119 0.075 -0.154 0.105
H 7.610 -4.545 2.143 0.006 0.002 -0.002
H -3.841 -2.847 -1.353 -0.016 0.006 0.007
H -3.538 9.695 -2.517 0.009 -0.021 -0.003
H 6.193 -6.409 2.936 -0.005 -0.012 0.013
H -1.802 -3.482 0.885 -0.257 0.063 0.152
H 5.953 1.578 -1.176 0.001 -0.015 -0.009
H -0.685 -8.607 1.074 0.018 0.010 -0.005
H -0.785 -9.478 5.277 -0.005 -0.004 0.001
H -2.643 11.995 -2.203 -0.018 0.001 0.003
H 5.868 3.831 2.461 -0.012 0.012 0.009
H 0.749 -7.582 5.693 0.015 0.010 0.002
H -3.453 5.187 -4.732 -0.004 0.024 0.003
H -1.499 -9.997 2.968 -0.015 0.002 -0.012
H -0.370 8.820 -5.235 -0.023 -0.011 -0.001
H 0.214 -4.144 2.280 -0.077 -0.070 0.109
H 4.262 -1.876 2.493 -0.011 -0.026 0.020
H -4.635 -3.556 -3.587 -0.014 0.001 -0.009
H -3.882 2.748 -4.705 0.004 -0.005 -0.002
H -3.932 -2.295 -5.613 0.020 0.010 -0.007
H 4.180 0.079 -0.281 -0.022 0.002 0.012
H -0.617 12.706 -3.427 0.003 0.004 -0.001
H 1.571 -6.216 3.791 -0.055 0.054 -0.034
H -4.004 1.544 -2.552 -0.009 -0.008 0.020
H 6.653 -2.275 1.925 -0.005 0.016 -0.013
H -3.679 2.779 -0.417 -0.019 0.019 0.004
H -2.331 -0.892 -1.148 -0.019 -0.004 -0.056
H -0.450 -2.394 0.743 -0.130 0.050 -0.038
H -1.196 -3.784 3.337 0.177 -0.145 0.081
H -3.158 6.411 -2.591 0.029 0.057 0.026
H 4.079 2.339 3.336 -0.001 -0.026 0.000
H 6.796 3.448 0.202 0.003 0.005 0.000
H 3.815 -5.992 3.524 0.002 -0.013 -0.022
H 0.521 11.126 -4.949 0.015 -0.009 -0.002
H -1.617 0.335 -3.180 -0.017 0.012 -0.037

***

[3]
56
Properties=species:S:1:pos:R:3:forces:R:3 method="wB97M-V/def2-TZVPD" multiplicity=2 charge=+3 homo_lumo_gap_ev="8.35 / 8.49" s2=0.752 fmax_ev_per_a=0.96 e_homo_ev="-17.68 / -17.72"
Ti -0.083 -0.666 0.185 0.496 0.522 0.612
O -3.104 -1.569 0.552 0.087 -0.187 -0.188
O 1.422 -1.672 1.622 0.052 0.109 0.055
O 1.843 -2.968 3.397 -0.013 0.063 0.049
O -0.814 -0.711 2.845 -0.185 -0.076 0.045
O -0.944 -2.241 0.712 -0.916 0.002 0.296
N 1.201 1.034 0.912 0.228 0.194 0.152
N -1.044 -0.984 -1.764 -0.125 0.108 -0.349
N 1.513 -1.135 -1.072 0.511 -0.170 -0.305
N -1.536 0.998 0.258 -0.276 0.200 0.220
N -1.189 -2.925 -2.773 -0.202 -0.356 -0.212
N 0.646 1.932 -2.333 0.035 0.332 0.035
N 1.994 -2.971 -2.156 0.265 -0.398 -0.090
C 1.029 2.520 1.013 -0.199 -0.057 -0.258
C 0.173 -1.340 3.646 -0.094 0.061 -0.143
C 1.019 -2.148 -1.784 0.067 0.143 -0.343
C 0.374 3.146 -1.431 -0.033 -0.078 0.151
C 2.880 -1.354 -0.987 -0.104 0.206 0.126
C -0.393 -2.089 -2.116 0.283 0.071 -0.251
C -2.038 -1.470 2.679 0.360 -0.059 0.084
C 1.380 3.257 -0.281 0.046 -0.176 -0.114
C -1.410 2.493 0.364 0.276 -0.059 -0.074
C 3.191 -2.483 -1.661 -0.082 -0.130 -0.118
C 1.198 -2.027 2.775 0.009 0.010 0.054
C -1.082 3.184 -0.962 -0.028 -0.149 -0.105
C -2.432 -2.340 -2.879 0.034 -0.153 -0.026
C -0.393 2.848 1.443 -0.017 -0.071 -0.022
C -2.330 -1.148 -2.244 -0.105 0.308 0.144
C -2.123 -1.809 1.203 -0.277 -0.308 0.276
H 1.128 0.688 1.868 0.047 0.042 0.102
H 2.396 3.025 -0.621 -0.071 -0.012 0.029
H 1.609 1.949 -2.672 0.102 0.042 -0.018
H -0.639 2.341 2.381 -0.006 0.007 -0.022
H 1.405 4.315 -0.014 0.053 0.052 -0.065
H 4.136 -2.973 -1.840 -0.094 -0.006 -0.006
H 1.719 2.876 1.773 0.094 0.101 0.115
H 0.496 1.032 -1.887 -0.066 -0.323 0.141
H -2.278 0.784 -0.401 -0.130 -0.010 -0.132
H 0.042 1.960 -3.156 -0.084 0.044 -0.059
H -1.958 0.725 1.148 -0.077 0.042 0.085
H -1.315 4.239 -0.803 0.002 0.008 -0.061
H 0.538 3.973 -2.115 0.021 0.121 -0.041
H 1.900 -3.816 -2.701 0.022 0.003 -0.032
H -2.026 -2.376 3.284 -0.011 -0.031 0.005
H 3.552 -0.701 -0.452 -0.082 -0.052 -0.023
H -3.263 -2.816 -3.378 0.129 0.025 0.051
H -3.111 -0.417 -2.113 0.073 -0.053 0.039
H -0.962 -3.851 -3.109 0.009 0.021 -0.050
H -1.761 2.861 -1.761 0.043 0.024 0.081
H 0.699 -0.570 4.213 0.052 0.052 0.083
H -0.458 3.919 1.649 -0.010 -0.035 0.013
H -0.257 -2.031 4.367 -0.021 -0.078 0.029
H -2.879 -0.856 2.978 -0.099 0.102 0.040
H 2.171 0.844 0.676 0.121 -0.012 -0.036
H 2.551 -3.358 2.859 0.056 -0.027 -0.058
H -2.383 2.869 0.664 -0.160 0.053 0.086

***

Number 1: calculated total energy -111017.1228 eV. Number 2: calculated total energy -88776.3581 eV. Number 3: calculated total energy -60792.8852 eV.